[1]
Density functional theory data (wB97M-V/def2-TZVPD) for a cluster of 2 separate species, C2O2S in total at a distorted geometry.

Structure (XYZ):
```
5
Properties=species:S:1:pos:R:3:forces:R:3:nbo_charge:R:1
C 0.82057 0.55159 -0.10340 1.98 0.62 0.06 1.034
C -0.65562 -1.56953 0.91044 1.55 0.19 0.74 -0.232
O -0.16744 0.63220 -0.68054 -1.39 0.00 -0.50 -0.522
O 1.88269 0.57648 0.36556 -0.42 -0.33 0.28 -0.512
S -2.01504 -1.86832 0.37591 -1.73 -0.49 -0.58 0.232
```
Forces are in eV/Å.

Output
- relative energy (zero: lowest compared OMol25 entry of this formula, charge and spin) (kcal/mol) = 37.16
- 2S+1 = 1
- net charge = 0
- HOMO-LUMO gap (eV) = 11.234



[2]
Density functional theory data (wB97M-V/def2-TZVPD) for a cluster of 6 separate species, C42H79IN7O9PS4 in total at a distorted geometry.

Structure (XYZ):
```
143
Properties=species:S:1:pos:R:3:forces:R:3:lowdin_charge:R:1
O 3.85311 -0.32685 2.95685 1.30 -0.14 -0.33 0.042
C 2.74568 -0.14620 3.28718 -0.58 -0.01 0.07 -0.833
I 2.27134 1.71066 4.29634 -0.22 0.04 0.12 0.848
C 1.63449 -1.12553 3.03972 -0.55 0.11 0.17 -0.146
C 1.00694 -0.96505 1.66370 0.30 0.07 -0.02 -0.148
C 1.16810 0.21764 0.95881 -0.32 -0.60 -0.21 -0.040
C 0.59021 0.35634 -0.29807 0.23 0.32 0.17 -0.341
P 0.77412 1.93852 -1.20107 -0.30 0.13 -0.52 0.823
O 2.18665 1.70300 -2.01087 0.09 -0.01 0.13 -0.290
O 1.26936 2.81302 0.08739 0.15 -0.02 0.03 -0.309
C -0.11532 -0.70033 -0.86076 -0.39 -0.19 -0.15 -0.454
C -0.26968 -1.90761 -0.17296 0.47 0.18 0.64 -0.243
C 0.29211 -2.03470 1.10817 -0.21 0.12 0.05 -0.118
C 0.16008 -3.31429 1.89807 -0.05 0.12 -0.25 -0.127
C 1.37464 -4.24339 1.70308 -0.23 -0.21 0.39 -0.252
C 1.16266 -5.37642 0.70041 -0.16 0.22 -0.09 -0.490
S 2.71009 -5.95463 -0.03584 0.52 0.30 0.58 0.937
C 3.38006 -4.46782 -0.73209 -0.73 -0.29 0.18 -1.063
S 2.40873 -3.34631 -1.40396 0.08 0.14 -0.27 0.810
N 4.77236 -4.41690 -0.61921 -0.03 -0.02 -0.46 -0.201
C 5.23279 -3.61971 0.53976 0.08 -0.32 -0.16 -0.127
C 5.44900 -2.18639 0.10936 0.10 -0.09 0.56 -0.194
O 6.64543 -2.13643 -0.64327 -0.04 0.07 -0.25 -0.127
C 6.72529 -3.16433 -1.63154 -0.09 0.30 -0.14 -0.171
C 5.45630 -3.99583 -1.85576 0.56 0.00 -0.10 -0.172
N -0.94974 -3.03172 -0.71498 -0.22 0.18 -0.70 0.065
C -2.06949 -2.75272 -1.55916 -0.33 -0.22 0.06 -0.251
C -3.12854 -3.64874 -1.56252 -0.39 0.11 -0.35 -0.007
C -4.22194 -3.44078 -2.39193 0.08 -0.13 0.04 -0.106
C -4.29441 -2.33205 -3.23322 -0.03 -0.93 0.12 -0.615
S -5.71530 -2.11325 -4.28022 -0.19 0.73 -0.08 0.771
C -3.24945 -1.42982 -3.22514 0.02 0.15 -0.11 -0.148
C -2.14659 -1.65701 -2.40723 0.31 0.43 0.29 -0.439
S -0.80130 -0.50851 -2.48786 0.08 -0.14 -0.02 1.018
H 0.88837 -1.02419 3.82725 -0.14 0.04 0.01 0.113
H 2.07211 -2.11452 3.13582 0.22 -0.07 0.02 0.114
H 1.72554 1.04591 1.36469 0.00 0.11 0.06 0.065
H 2.91261 1.46486 -1.41469 -0.01 -0.12 -0.08 0.060
H 1.66049 3.64321 -0.22588 0.24 0.35 0.24 0.007
H 0.07352 -3.08682 2.95541 -0.03 0.16 0.15 0.106
H -0.77867 -3.78768 1.62586 0.00 -0.27 -0.14 0.116
H 1.60404 -4.71142 2.65976 0.15 -0.02 0.10 0.113
H 2.23614 -3.64090 1.43714 0.11 0.09 -0.12 0.063
H 0.43677 -5.11921 -0.05820 0.01 0.11 -0.24 0.043
H 0.74209 -6.22092 1.23968 0.09 -0.32 -0.10 0.078
H 6.20137 -4.01980 0.83180 0.10 -0.02 0.20 0.132
H 4.57305 -3.72963 1.39374 -0.32 -0.04 -0.06 0.116
H 4.60563 -1.78871 -0.45542 -0.18 -0.06 -0.07 0.099
H 5.57149 -1.57246 0.99877 0.22 0.21 -0.04 0.120
H 6.92734 -2.66818 -2.58182 0.11 0.00 -0.13 0.109
H 7.59772 -3.78232 -1.42596 -0.02 -0.18 0.27 0.119
H 5.77367 -4.89746 -2.37718 -0.02 -0.08 -0.17 0.124
H 4.81092 -3.46166 -2.54685 -0.32 0.08 0.22 0.065
H -0.30961 -3.62675 -1.23622 0.24 0.04 0.19 0.083
H -3.10117 -4.52374 -0.93156 0.08 -0.03 0.15 0.115
H -5.03294 -4.15253 -2.40009 -0.09 -0.08 0.09 0.099
H -5.88455 -3.33890 -4.79363 0.33 -0.13 0.23 -0.135
H -3.28102 -0.55048 -3.85175 0.04 0.09 -0.07 0.103
C 2.12823 4.87038 8.99975 -0.12 -0.04 -0.13 -0.107
O 2.75633 4.27347 7.88136 0.02 0.05 0.08 -0.199
C 4.09260 3.85633 8.08644 0.19 -0.04 -0.16 -0.211
C 4.24667 2.49721 8.78480 -0.27 0.03 0.15 -0.433
C 3.98452 2.53793 10.28745 0.11 0.00 0.09 -0.072
N 3.39343 1.47111 8.18013 0.09 0.12 -0.12 0.040
H 2.83637 5.45546 9.59365 0.02 -0.03 0.03 0.090
H 1.64747 4.12207 9.63422 0.06 0.04 0.10 0.076
H 1.35311 5.53805 8.62412 0.03 0.00 -0.04 0.086
H 4.52152 3.76890 7.08457 -0.06 0.00 -0.02 0.119
H 4.65978 4.63795 8.60989 -0.04 -0.02 0.09 0.120
H 5.28751 2.19069 8.64464 0.02 0.04 -0.07 0.135
H 2.91971 2.57700 10.51552 -0.03 0.03 -0.05 0.064
H 4.37852 1.63811 10.75924 -0.03 -0.03 -0.03 0.075
H 4.46746 3.40040 10.75161 -0.01 0.01 0.00 0.077
H 3.64700 1.36983 7.20194 0.03 -0.12 -0.01 0.017
H 2.44672 1.84111 8.15089 -0.03 -0.07 0.06 0.064
C -4.67646 0.84951 1.39342 0.03 -0.18 -0.06 -0.107
O -5.62542 0.39383 0.44966 0.03 0.08 0.08 -0.187
C -6.40107 1.40002 -0.17134 -0.23 -0.01 -0.12 -0.207
C -5.70066 2.11522 -1.33720 0.14 -0.06 0.16 -0.425
C -4.64123 3.12233 -0.89885 -0.01 0.14 -0.03 -0.068
N -5.09183 1.16526 -2.26648 0.10 -0.18 -0.06 0.054
H -5.04191 1.72222 1.94331 0.01 0.04 -0.03 0.089
H -3.72122 1.08879 0.91824 0.01 0.11 0.06 0.073
H -4.50271 0.03906 2.10176 -0.04 -0.01 -0.01 0.086
H -7.27917 0.88010 -0.56468 0.05 -0.08 0.01 0.106
H -6.76263 2.12066 0.57567 0.10 0.05 0.01 0.119
H -6.47147 2.67097 -1.88030 -0.08 -0.06 0.03 0.134
H -3.71778 2.63502 -0.58699 -0.02 -0.05 0.01 0.062
H -4.38728 3.78278 -1.72794 0.01 -0.04 -0.03 0.075
H -5.00057 3.74040 -0.07327 0.00 -0.02 0.01 0.077
H -5.79505 0.55324 -2.66784 -0.17 0.10 -0.03 0.053
H -4.51082 0.53292 -1.72028 0.10 0.08 -0.02 0.062
C -12.17720 -3.31164 -1.06952 0.10 -0.15 0.02 -0.108
O -11.07463 -3.29360 -1.95564 -0.09 0.05 0.03 -0.189
C -10.81181 -2.04779 -2.57134 0.12 0.06 -0.22 -0.209
C -10.02040 -1.05361 -1.70929 -0.10 -0.11 0.27 -0.434
C -10.84969 -0.39002 -0.61338 -0.03 0.15 -0.02 -0.069
N -8.83632 -1.66650 -1.10103 -0.04 -0.07 -0.27 0.051
H -12.97854 -2.64995 -1.41110 0.01 0.05 0.02 0.090
H -11.87938 -3.03422 -0.05560 -0.09 0.09 0.01 0.075
H -12.55757 -4.33245 -1.03870 0.02 0.00 -0.04 0.086
H -10.20711 -2.28426 -3.45082 0.01 -0.05 0.03 0.121
H -11.74584 -1.59962 -2.93678 -0.02 0.04 0.09 0.120
H -9.67650 -0.26124 -2.38167 0.00 -0.05 -0.08 0.133
H -11.01187 -1.05430 0.23486 0.00 -0.06 -0.03 0.065
H -10.33053 0.49007 -0.23350 0.04 -0.03 0.01 0.070
H -11.82313 -0.06966 -0.99070 0.00 -0.01 0.01 0.078
H -8.22796 -2.00869 -1.84068 0.13 0.10 0.03 0.059
H -9.14242 -2.50974 -0.62257 0.03 0.05 0.11 0.072
C 5.24260 -2.60031 -8.90637 0.17 -0.06 0.01 -0.108
O 5.91499 -2.13470 -7.75158 -0.08 0.00 -0.06 -0.189
C 5.10270 -1.47036 -6.80309 0.06 0.16 0.17 -0.208
C 4.31866 -2.39624 -5.86319 -0.06 -0.21 -0.19 -0.425
C 3.10469 -3.05423 -6.51158 -0.14 0.03 0.05 -0.065
N 5.16908 -3.44112 -5.28214 0.16 0.18 0.05 0.050
H 4.43619 -1.92328 -9.20242 -0.04 -0.01 0.03 0.090
H 4.84152 -3.60552 -8.75711 -0.11 0.03 -0.03 0.075
H 5.97209 -2.64791 -9.71453 0.02 0.04 0.02 0.086
H 5.79471 -0.88154 -6.19506 0.04 -0.03 -0.02 0.122
H 4.43425 -0.75856 -7.30509 -0.07 -0.07 -0.02 0.121
H 3.94978 -1.77262 -5.04300 0.06 0.05 0.00 0.136
H 3.38619 -3.88536 -7.15783 0.06 0.02 -0.02 0.065
H 2.44421 -3.45663 -5.74352 0.04 -0.01 0.02 0.074
H 2.53405 -2.33602 -7.10336 0.01 0.00 -0.01 0.079
H 5.91589 -2.99745 -4.75347 -0.03 -0.01 0.05 0.060
H 5.65335 -3.90606 -6.04590 -0.07 -0.07 -0.01 0.074
C 2.38226 8.85866 1.03071 -0.13 0.02 -0.12 -0.104
O 2.86703 8.36898 -0.20634 0.02 0.00 0.10 -0.187
C 4.09803 7.67758 -0.14604 0.13 -0.03 -0.20 -0.209
C 3.99220 6.21062 0.29033 -0.15 -0.02 0.28 -0.419
C 3.75771 6.02152 1.78624 0.09 -0.08 0.07 -0.062
N 2.94471 5.49675 -0.44811 -0.25 -0.05 -0.26 0.042
H 3.19889 9.18071 1.68309 0.02 -0.04 0.02 0.091
H 1.77372 8.11160 1.54532 0.07 0.01 0.10 0.076
H 1.74711 9.71766 0.81712 0.03 0.01 -0.04 0.088
H 4.48925 7.69839 -1.16670 -0.05 0.02 -0.02 0.123
H 4.81402 8.22414 0.48140 -0.03 -0.05 0.09 0.121
H 4.94959 5.73971 0.04999 0.02 0.04 -0.08 0.137
H 2.72407 6.22138 2.06723 -0.02 0.05 -0.04 0.067
H 3.97135 4.99133 2.07115 -0.03 -0.02 -0.03 0.074
H 4.40588 6.67432 2.37354 -0.01 0.01 -0.01 0.080
H 3.15731 5.51678 -1.44216 0.05 -0.07 0.02 0.087
H 2.09042 6.04508 -0.36906 0.02 0.04 0.04 0.083
```
Forces are in eV/Å.

Output
- 2S+1 = 1
- net charge = 0
- HOMO-LUMO gap (eV) = 7.630
- SMILES string = O=C(I)Cc1cc(P(O)O)c2c(c1CCCSC(=S)N1CCOCC1)Nc1ccc(S)cc1S2.COC[C@@H](C)N.COC[C@@H](C)N.COC[C@@H](C)N.COC[C@@H](C)N.COC[C@@H](C)N